Record 1
This record from the OMol25 dataset describes one molecule with the formula FH3N2O2S in a non-equilibrium geometry. The level of theory is wB97M-V/def2-TZVPD.

Structure (XYZ):
```
9
Properties=species:S:1:pos:R:3
S -1.0916 0.2260 -0.0776
F -1.0103 -1.1622 0.8911
O -2.1674 0.0369 -0.9025
O -0.9506 1.2603 0.8635
N 1.4193 0.1915 0.0732
N 0.4734 0.0293 -0.9373
H 1.1992 1.0409 0.6409
H 1.5171 -0.6906 0.6733
H 0.6108 -0.9321 -1.2246
```

**Gap between HOMO and LUMO**: 10.4 eV
**SMILES**: NNS(=O)(=O)F
**Charge**: 0

***

Record 2
This record from the OMol25 dataset describes one molecule with the formula FH3N2OS in a non-equilibrium geometry. The level of theory is wB97M-V/def2-TZVPD.

Structure (XYZ):
```
8
Properties=species:S:1:pos:R:3
S -1.1874 0.0327 -0.5223
F -1.4934 1.1118 0.7980
O 1.9645 1.0878 -0.0658
N -1.3206 -1.2792 0.1329
N 0.8747 0.1279 -0.1224
H 2.0395 1.5153 0.7241
H 1.2201 -0.5631 -0.8895
H -2.0974 -2.0331 -0.0551
```

**Gap between HOMO and LUMO (alpha / beta)**: 8.5 / 8.5 eV
**Charge**: 0

***

Record 3
This record from the OMol25 dataset describes one molecule with the formula FH3N2OS in a non-equilibrium geometry. The level of theory is wB97M-V/def2-TZVPD.

Structure (XYZ):
```
8
Properties=species:S:1:pos:R:3
S -0.6673 -0.2988 0.7431
F -0.1178 -0.1598 2.3522
O -2.2915 0.3189 0.5992
N 0.3149 0.8556 0.1650
N -0.1994 -1.5884 0.1651
H 1.2500 0.5223 0.1442
H -0.3777 -2.3932 0.5688
H 0.3253 1.7926 0.2355
```

**Gap between HOMO and LUMO**: 10.7 eV
**SMILES**: N=[S@@](N)(=O)F
**Charge**: 0

***

Record 4
This record from the OMol25 dataset describes one molecule with the formula FH3O3SSi in a non-equilibrium geometry. The level of theory is wB97M-V/def2-TZVPD.

Structure (XYZ):
```
9
Properties=species:S:1:pos:R:3
S 1.2977 0.1858 -0.1469
Si -0.8830 0.3624 -0.0067
F 1.5491 -0.5417 1.3671
O -1.1988 -1.1951 -0.1328
O 1.8095 -0.7309 -1.1159
O 1.8776 1.4903 -0.0371
H -1.1180 0.9532 1.3006
H -2.0048 -1.7089 -0.1048
H -1.3292 1.1850 -1.1236
```

**Gap between HOMO and LUMO**: 11.4 eV
**SMILES**: O=S(=O)(F)[SiH2]O
**Charge**: 0

***

Record 5
This record from the OMol25 dataset describes a 2-piece molecular cluster, FH3OSi overall in a non-equilibrium geometry. The level of theory is wB97M-V/def2-TZVPD.

Structure (XYZ):
```
6
Properties=species:S:1:pos:R:3
Si 0.2289 -0.4522 -0.1443
F 0.4135 0.9329 -1.1124
O -0.5427 0.3026 1.0949
H -0.7298 -1.3023 -0.6332
H 1.6261 -0.9098 0.3527
H -0.9960 1.4288 0.4424
```

**Gap between HOMO and LUMO**: 11.2 eV
**Charge**: 0

***

Record 6
This record from the OMol25 dataset describes a 2-piece molecular cluster, FH3OSi overall in a non-equilibrium geometry. The level of theory is wB97M-V/def2-TZVPD.

Structure (XYZ):
```
6
Properties=species:S:1:pos:R:3
Si 0.2282 0.4374 -0.0624
F -1.1578 -0.5674 -0.1082
O 1.3631 -0.5768 -0.2363
H 0.0096 1.2506 -1.2594
H -0.0971 -1.5859 0.4890
H -0.3460 1.0421 1.1773
```

**Gap between HOMO and LUMO**: 8.9 eV
**Charge**: 0

***

Record 7
This record from the OMol25 dataset describes a 2-piece molecular cluster, FH4N2OP overall in a non-equilibrium geometry. The level of theory is wB97M-V/def2-TZVPD.

Structure (XYZ):
```
9
Properties=species:S:1:pos:R:3
P 0.4279 0.2473 -0.1552
F 0.3255 1.8859 -0.0869
O 2.5504 -1.4860 0.5069
N -0.6624 -0.0100 -1.3035
N -0.4611 -0.1347 1.1946
H -0.7394 -1.0905 -1.5535
H -0.6920 0.7761 1.5175
H -0.0969 -0.7510 2.0063
H -0.6521 0.5631 -2.1263
```

**Gap between HOMO and LUMO (alpha / beta)**: 9.7 / 7.6 eV
**Spin multiplicity**: 3
**Charge**: 0

***

Record 8
This record from the OMol25 dataset describes a 2-piece molecular cluster, FH4NSi overall in a non-equilibrium geometry. The level of theory is wB97M-V/def2-TZVPD.

Structure (XYZ):
```
7
Properties=species:S:1:pos:R:3
Si -0.4801 1.1981 0.5970
F -2.0852 1.3565 0.3843
N 0.6012 -1.1683 -0.8653
H -0.4904 1.1922 2.0509
H 0.3164 1.8643 -0.4357
H -0.0914 -0.9530 -1.5547
H 0.3740 -1.7850 -0.1216
```

**Gap between HOMO and LUMO (alpha / beta)**: 9.3 / 7.6 eV
**Charge**: 0

***

Record 9
This record from the OMol25 dataset describes one molecule with the formula FH5S2Si2 in a non-equilibrium geometry. The level of theory is wB97M-V/def2-TZVPD.

Structure (XYZ):
```
10
Properties=species:S:1:pos:R:3
S -1.6244 -1.5911 -0.0135
S -1.1095 1.9316 -0.4448
Si 1.8571 -0.3162 -0.0911
Si -0.4435 0.1528 0.4900
F -0.6437 0.3425 2.0474
H 2.5645 0.8128 0.4486
H -2.5955 -0.6838 -0.5893
H 1.8829 -0.2475 -1.4377
H -2.2315 1.3411 -0.8602
H 2.3436 -1.7422 0.4507
```

**Gap between HOMO and LUMO**: 10.1 eV
**SMILES**: F[Si]([SiH3])(S)S
**Charge**: 0

***

Record 10
This record from the OMol25 dataset describes FHIOP as an isolated structure in a non-equilibrium geometry. The level of theory is wB97M-V/def2-TZVPD.

Structure (XYZ):
```
5
Properties=species:S:1:pos:R:3
I 2.3953 -0.5582 0.2491
P 0.2603 -0.5095 -0.8038
F -1.9191 1.4324 0.1987
O -0.5986 1.2343 0.4002
H -0.1379 -1.5990 -0.0441
```

**Gap between HOMO and LUMO (alpha / beta)**: 8.3 / 8.3 eV
**Charge**: 0

***

Record 11
This record from the OMol25 dataset describes FHMgNO3S2Yb as an isolated structure in a non-equilibrium geometry. The level of theory is wB97M-V/def2-TZVPD.

Structure (XYZ):
```
10
Properties=species:S:1:pos:R:3
Yb 1.3643 3.8679 0.2009
S 0.1475 2.0797 -1.7814
S 1.3127 0.2599 0.1234
Mg -1.3297 -1.2525 -0.5949
F 2.6703 -0.0274 -0.8837
O 1.8041 1.5691 0.7280
O -0.9439 -2.0871 1.1077
O -2.2902 -2.6161 0.6609
N 0.1594 0.5157 -0.9096
H -2.8945 -2.3091 1.3487
```

**Gap between HOMO and LUMO (alpha / beta)**: 3.1 / 5.4 eV
**Spin multiplicity**: 2
**Charge**: 0

***

Record 12
This record from the OMol25 dataset describes FHN2O2S as an isolated structure in a non-equilibrium geometry. The level of theory is wB97M-V/def2-TZVPD.

Structure (XYZ):
```
7
Properties=species:S:1:pos:R:3
S -1.3351 1.0622 -0.3119
F -1.5988 -1.4589 -0.5276
O 0.7215 1.2557 1.0859
O 1.4274 -0.5546 0.2396
N 1.6275 0.4713 0.9255
N -1.3231 -0.0147 -1.3049
H 0.4806 -0.7610 -0.1067
```

**Gap between HOMO and LUMO (alpha / beta)**: 8.0 / 6.9 eV
**Spin multiplicity**: 3
**Charge**: 0

***

Q: Look up the charge of the third one.
A: 0